16
Properties=species:S:1:pos:R:3 method="wB97M-V/def2-TZVPD" total_charge=0 e_above_lowest_kj_mol=194.3 max_force_ev_per_a=1.832 e_tot_ha=-288.70805 gap_ev=9.55 lumo_energy_ev=0.71
C -2.075 -1.660 -0.226
C 1.144 0.411 0.138
C 0.544 1.735 0.604
C 0.208 -0.661 -0.051
C -1.130 -0.502 -0.165
C 2.479 0.314 0.151
N 0.042 2.624 -0.180
H -0.037 2.267 -1.136
H 0.696 1.956 1.671
H 0.603 -1.667 0.084
H -1.573 0.463 -0.396
H 2.981 -0.605 -0.133
H 3.105 1.177 0.361
H -1.755 -2.473 0.433
H -2.162 -2.040 -1.249
H -3.071 -1.339 0.095

---

16
Properties=species:S:1:pos:R:3 method="wB97M-V/def2-TZVPD" total_charge=0 smiles=C[C@@H]1[C@H](C)[C@@H]1C#N e_above_lowest_kj_mol=205.9 max_force_ev_per_a=2.428 e_tot_ha=-288.70361 gap_ev=10.49 lumo_energy_ev=0.84
C -1.711 0.459 0.198
C -0.472 0.788 -0.558
C 0.953 0.541 0.010
C 1.341 -0.328 1.189
C 0.471 -0.149 -1.246
C 0.070 -1.527 -1.068
N -0.372 -2.600 -0.938
H -1.465 -0.222 1.016
H -2.096 1.390 0.633
H -2.467 0.017 -0.449
H -0.512 1.725 -1.125
H 1.082 1.608 0.077
H 2.202 -0.983 0.973
H 1.629 0.270 2.056
H 0.528 -1.004 1.470
H 0.830 0.056 -2.251

---

16
Properties=species:S:1:pos:R:3 method="wB97M-V/def2-TZVPD" total_charge=0 smiles=CC#CCN1CC1 e_above_lowest_kj_mol=430.8 max_force_ev_per_a=0.738 e_tot_ha=-288.61796 gap_ev=10.02 lumo_energy_ev=0.97
C -0.363 1.679 -2.424
C 0.632 1.182 -1.472
C 0.803 0.783 -0.340
C -0.051 0.692 0.880
N -0.361 -0.607 1.431
C 0.678 -1.365 2.085
C 0.129 -1.800 0.775
H -0.182 2.696 -2.779
H -1.267 1.700 -1.787
H -0.561 1.004 -3.259
H 0.284 1.362 1.677
H -0.996 1.110 0.487
H 0.364 -1.847 3.008
H 1.687 -0.954 2.086
H 0.784 -1.671 -0.087
H -0.575 -2.626 0.704

---

16
Properties=species:S:1:pos:R:3 method="wB97M-V/def2-TZVPD" total_charge=0 smiles=CC#CC[C@H]1CN1 e_above_lowest_kj_mol=272.9 max_force_ev_per_a=0.529 e_tot_ha=-288.67809 gap_ev=10.41 lumo_energy_ev=1.04
C 2.643 0.868 1.781
C 1.670 0.100 1.000
C 0.874 -0.521 0.339
C -0.101 -1.219 -0.509
C -1.472 -0.567 -0.480
C -1.695 0.757 -1.094
N -2.155 -0.460 -1.766
H 2.153 1.691 2.313
H 3.409 1.297 1.127
H 3.145 0.237 2.521
H -0.184 -2.271 -0.205
H 0.246 -1.220 -1.550
H -2.077 -0.806 0.394
H -0.865 1.266 -1.577
H -2.430 1.415 -0.634
H -3.159 -0.567 -1.658

---

16
Properties=species:S:1:pos:R:3 method="wB97M-V/def2-TZVPD" total_charge=0 e_above_lowest_kj_mol=604.5 max_force_ev_per_a=3.540 e_tot_ha=-288.55179 gap_ev=8.99 lumo_energy_ev=1.12
C -1.119 -0.791 -1.351
N -0.621 0.057 -0.427
C -0.286 -0.285 1.006
C 1.069 -0.655 0.369
C 0.770 0.641 -0.412
C 0.496 1.780 0.594
C -0.209 1.162 1.542
H -2.066 -1.239 -1.050
H -1.094 -0.385 -2.362
H -0.038 -2.075 -1.389
H -0.899 -1.022 1.527
H 0.768 -1.698 -0.533
H 1.980 -0.765 0.976
H 1.253 0.866 -1.365
H 0.720 2.837 0.468
H -0.724 1.572 2.408

---

16
Properties=species:S:1:pos:R:3 method="wB97M-V/def2-TZVPD" total_charge=0 smiles=Cc1c[nH]c(C)c1 e_above_lowest_kj_mol=163.7 max_force_ev_per_a=0.840 e_tot_ha=-288.71971 gap_ev=8.64 lumo_energy_ev=0.96
C -1.697 -1.245 -1.275
C -0.595 -0.350 -0.820
C -0.612 0.907 -0.284
C 0.708 1.168 0.253
C 0.954 1.260 1.759
C 1.488 0.133 -0.181
N 0.709 -0.812 -0.776
H -1.855 -2.057 -0.550
H -2.635 -0.690 -1.343
H -1.477 -1.700 -2.245
H -1.483 1.560 -0.286
H 0.746 0.246 2.159
H 0.271 1.940 2.254
H 1.994 1.478 2.024
H 2.515 -0.051 0.098
H 0.968 -1.786 -0.786

---

16
Properties=species:S:1:pos:R:3 method="wB97M-V/def2-TZVPD" total_charge=0 e_above_lowest_kj_mol=489.6 max_force_ev_per_a=0.553 e_tot_ha=-288.59557 gap_ev=8.87 lumo_energy_ev=0.22
C -0.091 1.541 1.250
C 0.230 0.678 0.050
C 0.862 -0.759 0.285
C -0.631 -1.179 0.340
N -0.905 -0.066 -0.616
C -0.077 -0.555 -1.749
C 1.270 -0.909 -1.132
H -0.633 1.021 2.044
H -0.698 2.389 0.914
H 0.842 1.940 1.664
H 1.573 -0.963 1.087
H -0.891 -2.177 -0.033
H -1.116 -1.019 1.307
H -0.010 0.212 -2.530
H -0.498 -1.460 -2.212
H 0.775 1.304 -0.667

---

16
Properties=species:S:1:pos:R:3 method="wB97M-V/def2-TZVPD" total_charge=0 e_above_lowest_kj_mol=754.4 max_force_ev_per_a=1.031 e_tot_ha=-288.49470 gap_ev=8.79 lumo_energy_ev=0.64
C -0.821 -1.698 -0.856
C -0.012 -0.363 0.483
C -0.775 0.935 0.185
C -0.314 1.899 1.197
C 0.116 2.627 2.056
C 1.364 -0.274 -0.075
N 0.742 -0.855 -1.271
H -1.760 -1.178 -0.628
H -0.724 -2.579 -0.215
H -0.892 -1.993 -1.905
H -1.862 0.790 0.281
H -0.581 1.331 -0.825
H 0.474 3.293 2.814
H 1.750 0.732 -0.274
H 2.119 -0.895 0.425
H 1.176 -1.773 -1.391